No. 1
131
Properties=species:S:1:pos:R:3 method="wB97M-V/def2-TZVPD" relative_energy_kcal_mol=0.00 multiplicity=1 orbital_gap_ha=0.2691 homo_ha=-0.3074 lumo_energy_ev=-1.043 total_energy_ev=-137123.56028
C 4.47 -2.32 5.86
C 3.35 -1.21 5.77
B 3.62 -0.17 4.55
O 4.52 0.90 4.67
C 2.79 -0.50 3.19
C 1.36 -0.12 3.22
C 0.69 0.59 4.43
C -0.69 1.28 4.01
C 0.56 -0.43 2.04
C 1.20 -1.08 0.92
C 2.63 -1.45 0.88
C 3.44 -1.14 2.06
S 5.21 -1.57 2.02
C 3.17 -2.16 -0.41
O 4.25 -1.94 -0.88
C 2.15 -3.17 -1.06
P 2.79 -4.76 -1.80
O 2.22 -4.96 -3.38
O 4.48 -4.64 -1.92
C 0.83 -2.82 -1.01
C -0.32 -3.72 -1.57
C -0.95 -4.47 -0.29
C -2.47 -4.83 -0.47
I 0.19 -6.18 0.37
C 0.38 -1.48 -0.34
O -0.54 -0.82 -0.75
H 4.37 -3.07 5.04
H 5.50 -1.89 5.88
H 4.34 -2.88 6.83
H 2.39 -1.76 5.54
H 3.18 -0.69 6.74
H 5.42 0.61 4.45
H 0.52 -0.21 5.21
H 1.32 1.41 4.86
H -0.50 1.80 3.04
H -1.02 1.98 4.83
H -1.44 0.47 3.82
H -0.53 -0.22 1.94
H 5.27 -2.86 2.50
H 2.20 -4.10 -3.85
H 4.68 -4.10 -2.71
H -1.16 -3.13 -2.02
H 0.07 -4.53 -2.23
H -0.89 -3.71 0.55
H -2.58 -5.94 -0.60
H -2.98 -4.60 0.51
H -2.94 -4.24 -1.29
C -1.47 2.18 -1.60
N -1.32 3.43 -0.81
O -2.26 3.76 -0.10
O -0.27 4.03 -0.91
H -2.45 1.75 -1.40
H -1.37 2.45 -2.65
H -0.68 1.50 -1.29
C -5.68 0.81 0.62
N -4.72 0.01 -0.18
O -4.34 -1.05 0.29
O -4.38 0.47 -1.25
H -5.89 0.28 1.55
H -5.21 1.77 0.83
H -6.58 0.93 0.03
C -0.89 6.37 -3.86
N -1.54 5.38 -4.75
O -2.18 5.81 -5.70
O -1.39 4.21 -4.48
H -1.10 7.37 -4.22
H -1.30 6.22 -2.86
H 0.18 6.17 -3.88
C -1.26 -1.03 -4.86
N -0.37 -2.22 -4.92
O 0.67 -2.19 -4.28
O -0.76 -3.15 -5.60
H -0.79 -0.28 -4.22
H -1.37 -0.65 -5.88
H -2.21 -1.34 -4.45
C -3.35 3.60 -7.16
N -4.48 2.63 -7.10
O -5.42 2.82 -7.85
O -4.38 1.71 -6.31
H -3.57 4.35 -7.90
H -3.25 4.04 -6.18
H -2.46 3.04 -7.43
C -2.45 4.94 6.07
N -3.09 3.93 5.19
O -3.72 4.34 4.23
O -2.94 2.76 5.50
H -2.66 5.93 5.68
H -2.86 4.82 7.07
H -1.38 4.74 6.07
C 2.47 2.55 -4.27
N 2.37 3.77 -5.11
O 3.22 3.95 -5.96
O 1.43 4.51 -4.88
H 3.35 1.99 -4.58
H 2.57 2.86 -3.23
H 1.57 1.97 -4.43
C 7.11 -5.18 0.42
N 6.39 -5.73 1.60
O 5.86 -6.81 1.48
O 6.38 -5.04 2.61
H 7.04 -5.90 -0.39
H 6.64 -4.24 0.15
H 8.15 -5.03 0.71
C -4.47 6.40 1.61
N -4.32 7.64 2.42
O -5.25 7.97 3.12
O -3.27 8.24 2.31
H -5.45 5.97 1.81
H -4.37 6.67 0.57
H -3.68 5.72 1.92
C 0.74 -4.56 7.31
N 1.39 -3.43 8.03
O 0.90 -2.32 7.91
O 2.37 -3.70 8.69
H -0.12 -4.17 6.77
H 1.47 -4.98 6.63
H 0.42 -5.28 8.06
C -6.67 -3.88 0.18
N -7.50 -3.49 1.35
O -7.11 -2.55 2.02
O -8.51 -4.13 1.55
H -5.81 -3.22 0.12
H -6.36 -4.92 0.33
H -7.29 -3.78 -0.71
C 6.13 1.73 -6.85
N 5.42 1.15 -5.68
O 4.90 0.06 -5.82
O 5.42 1.82 -4.66
H 6.05 1.03 -7.68
H 5.65 2.67 -7.09
H 7.17 1.88 -6.57



No. 2
102
Properties=species:S:1:pos:R:3 method="wB97M-V/def2-TZVPD" relative_energy_kcal_mol=27.72 multiplicity=1 orbital_gap_ha=0.2873 total_charge=+2 homo_ha=-0.4969 lumo_energy_ev=-5.706 total_energy_ev=-91398.32462
Sn -0.76 2.09 1.29
C 2.73 -3.42 3.86
Si 2.09 -3.31 2.07
C 1.72 -5.01 1.30
C 3.40 -2.37 1.06
C 0.43 -2.33 2.25
C -0.41 -2.62 3.32
C -1.52 -1.83 3.61
C -1.71 -0.70 2.86
N -0.94 -0.40 1.80
C 0.05 -1.24 1.47
S 0.93 -0.91 -0.02
H 3.63 -4.03 3.88
H 2.02 -3.88 4.54
H 3.00 -2.45 4.27
H 2.62 -5.62 1.33
H 1.42 -4.94 0.26
H 0.95 -5.55 1.83
H 4.39 -2.75 1.31
H 3.42 -1.30 1.24
H 3.28 -2.52 -0.01
H -0.20 -3.48 3.93
H -2.18 -2.08 4.42
H -2.49 0.03 3.08
C -0.83 -3.76 -1.43
C -0.46 -3.33 -2.85
C 0.90 -3.90 -3.26
C -1.55 -3.70 -3.84
O -0.29 -1.89 -2.85
Si -1.24 -0.63 -2.71
S -0.13 0.52 -1.02
O -2.70 -0.93 -2.16
C -3.99 -0.35 -2.42
C -3.99 1.07 -1.86
C -4.27 -0.34 -3.92
C -5.01 -1.23 -1.70
O -1.22 0.50 -3.84
C -0.48 0.74 -5.05
C 0.98 0.95 -4.69
C -1.09 1.99 -5.69
C -0.64 -0.45 -5.98
H -0.97 -4.84 -1.39
H -1.77 -3.28 -1.14
H -0.06 -3.47 -0.73
H 0.88 -4.98 -3.20
H 1.68 -3.52 -2.61
H 1.13 -3.62 -4.28
H -1.64 -4.78 -3.91
H -1.31 -3.31 -4.83
H -2.50 -3.28 -3.52
H -3.28 1.67 -2.42
H -3.71 1.05 -0.80
H -4.98 1.51 -1.96
H -3.54 0.27 -4.44
H -5.26 0.05 -4.11
H -4.22 -1.35 -4.33
H -4.80 -1.27 -0.64
H -4.98 -2.25 -2.10
H -6.01 -0.84 -1.85
H 1.07 1.73 -3.93
H 1.55 1.25 -5.56
H 1.40 0.03 -4.28
H -1.10 2.82 -4.99
H -2.12 1.80 -6.00
H -0.52 2.27 -6.56
H -0.21 -1.34 -5.53
H -0.15 -0.25 -6.93
H -1.70 -0.64 -6.17
C 1.14 0.87 6.76
C 1.03 -0.08 5.58
N 0.87 0.70 4.37
C 1.21 1.99 4.20
N 0.92 2.55 3.02
C 1.48 3.88 2.81
C 1.36 4.73 4.07
C 2.16 4.04 5.16
N 1.82 2.63 5.21
C 2.19 1.91 6.42
H 1.42 0.32 7.66
H 0.18 1.36 6.95
H 0.17 -0.74 5.69
H 1.94 -0.69 5.51
H 0.57 0.21 3.54
H 0.95 4.36 1.98
H 2.54 3.79 2.53
H 0.32 4.79 4.37
H 1.75 5.73 3.90
H 1.94 4.48 6.14
H 3.24 4.14 4.98
H 2.28 2.64 7.23
H 3.17 1.44 6.29
C 2.46 5.14 -0.67
N 1.51 4.69 -1.66
C 0.41 3.99 -1.39
N -0.41 3.69 -2.41
O 0.13 3.64 -0.21
H 3.31 5.58 -1.18
H 2.79 4.30 -0.06
H 2.01 5.89 -0.02
H 1.67 4.98 -2.61
H -0.21 3.98 -3.35
H -1.14 3.01 -2.27